# C30H24ClN3OReS2Te2

A molecular structure, C30H24ClN3OReS2Te2 at a distorted geometry (ωB97M-V/def2-TZVPD, OMol25).

```
64
Properties=species:S:1:pos:R:3:forces:R:3
Re 0.56336 -0.42524 0.91805 0.85 0.02 -0.05
Te -1.53000 -1.50237 1.80549 -1.01 0.28 0.37
Te -0.38429 1.90118 1.61366 0.28 -0.12 0.11
Cl 6.59148 -1.17306 5.06275 -0.09 0.00 -0.02
S 0.16773 4.53414 -0.29743 -0.07 0.00 -0.13
S 1.26606 -3.06427 -0.05984 -0.29 0.43 0.19
O 1.23452 -1.14269 2.70954 -0.16 0.08 -0.05
N 2.52024 -0.10930 0.31149 0.04 -0.05 -0.41
N -1.14502 -3.85130 1.12353 -0.04 -0.89 -0.11
N 0.28287 0.19679 -1.08598 0.23 0.02 -0.18
C -6.87423 -0.68286 -1.67872 0.02 -0.01 -0.01
C 2.65135 -1.52317 4.51080 -0.18 0.05 -0.22
C 3.87496 0.79906 -3.08629 0.06 -0.07 0.25
C 3.58445 -0.70603 2.41721 0.17 0.00 0.02
C 2.67579 0.22453 -1.07369 -0.23 -0.17 0.42
C 3.88807 -1.53479 5.07257 0.23 0.01 0.07
C 2.64892 4.14347 -0.66613 -0.01 -0.08 0.05
C 1.46954 0.84313 -3.10130 0.03 0.12 -0.33
C -3.30606 -1.68424 -0.78012 -0.13 -0.05 -0.01
C -0.10426 -3.69265 0.61309 0.39 0.11 -0.16
C 0.22129 1.10422 -3.72174 0.23 0.03 -0.14
C -0.92482 0.94352 -3.01479 -0.14 -0.10 0.31
C 0.86337 3.16522 0.47182 -0.11 0.13 -0.09
C 1.65039 5.00275 -1.00761 -0.01 0.02 0.01
C -4.22606 0.05677 2.50447 -0.01 0.01 0.00
C -4.29047 -0.52403 1.11498 -0.11 0.06 -0.08
C -4.50677 -1.50447 -1.46459 0.03 0.05 -0.06
C -5.46064 -0.35497 0.38184 0.05 0.02 0.07
C 1.45879 0.41538 -1.77346 -0.16 -0.09 0.29
C 3.56807 -0.30736 1.05956 0.08 0.02 0.02
C 2.19663 3.09339 0.18370 0.01 0.17 0.03
C -5.59413 -0.85148 -0.90588 -0.01 -0.01 -0.03
C -3.20901 -1.20242 0.53140 -0.01 0.01 0.11
C 4.87076 -0.74734 3.03236 -0.12 0.02 -0.12
C 5.01722 -1.14024 4.31986 -0.03 -0.06 0.18
C -0.85200 0.47710 -1.68266 -0.05 0.07 -0.29
C 3.85680 0.40506 -1.72693 0.29 0.10 -0.36
C -2.20300 -2.39686 -1.51588 0.05 0.02 0.05
C 2.44211 -1.10474 3.16327 0.15 -0.07 0.22
C 2.71325 1.02336 -3.75866 -0.22 0.01 0.01
H 2.72184 1.34445 -4.79217 -0.02 0.00 0.00
H -5.13819 0.60885 2.72850 0.00 -0.02 0.00
H -1.74482 0.33047 -1.09337 -0.08 -0.01 0.01
H -2.39562 -3.46996 -1.55962 0.02 -0.01 0.05
H -4.10881 -0.72058 3.26224 0.02 -0.01 0.00
H -6.70150 -0.14392 -2.61191 0.00 0.00 0.00
H -4.58277 -1.89018 -2.47748 0.00 0.01 0.01
H 4.80170 0.26426 -1.22133 0.00 0.01 -0.06
H 0.20042 1.44355 -4.75020 0.02 0.00 0.01
H 4.82649 0.93362 -3.58181 0.02 -0.01 0.01
H -3.38935 0.75234 2.60964 0.01 -0.01 0.01
H 5.74104 -0.45422 2.45865 -0.02 0.00 -0.03
H 4.55065 -0.15855 0.61737 -0.03 0.00 0.05
H -7.61420 -0.13016 -1.10151 0.00 0.00 0.00
H -1.22876 -2.25847 -1.05512 0.00 0.04 -0.02
H -6.28963 0.17903 0.83396 0.01 -0.01 0.00
H 4.02025 -1.84956 6.09932 0.02 0.00 -0.01
H -7.30334 -1.65239 -1.93718 0.00 0.00 0.00
H 1.77893 -1.82874 5.07214 -0.01 0.00 -0.01
H -1.89328 1.15414 -3.44562 -0.01 -0.01 0.03
H -2.14269 -2.02819 -2.54137 -0.04 -0.02 -0.03
H 3.67196 4.25409 -0.99739 0.00 0.00 0.00
H 1.71281 5.88510 -1.62417 0.01 0.00 0.00
H 2.83959 2.33180 0.58869 0.07 -0.03 0.06
```
Forces are in eV/Å.

Output
Kohn-Sham gap (spin up / spin down)	5.53 / 6.19	eV
total charge	0
lowest unoccupied orbital energy (spin up / spin down)	-0.04765 / -0.04761	Ha
F_max	1.11	eV/A
multiplicity	2
relative energy (zero: lowest compared OMol25 entry of this formula, charge and spin)	26.0	kcal/mol
expectation value of S²	0.988
E	-88927.0690	eV

***

# C30H24CoF5IN2O2

A molecular structure, C30H24CoF5IN2O2 (ωB97M-V/def2-TZVPD, OMol25).

```
65
Properties=species:S:1:pos:R:3:forces:R:3
I 2.72913 -0.20177 -0.30410 -0.04 -0.27 0.79
Co 0.10965 -0.18298 -0.29309 -0.10 0.10 0.48
F -0.02647 4.53850 -2.53098 0.00 0.03 -0.08
F -0.17248 4.78027 2.16559 -0.01 0.06 0.09
F 0.08566 2.13333 2.34121 -0.01 0.02 0.12
F 0.21467 1.84840 -2.38198 0.00 0.06 -0.13
F -0.23443 6.01599 -0.25232 0.00 0.16 -0.02
O -1.78265 -0.01051 -0.43195 -0.50 -0.01 -0.10
O -3.05400 -2.40750 4.29510 0.02 0.02 0.04
N -4.98404 0.27318 1.10736 0.06 0.03 -0.11
N 0.13606 -0.70100 1.73620 0.18 0.14 -0.45
C 2.59461 -1.45252 4.42028 0.10 0.00 -0.07
C -3.29629 -0.99262 4.19381 0.05 -0.02 -0.02
C -0.01133 3.91612 -1.33014 0.00 0.03 -0.07
C -4.70225 -0.15112 2.34635 -0.06 0.03 -0.01
C -2.63229 -0.03808 0.54234 0.11 -0.01 0.12
C -1.93900 -3.16559 -0.23009 0.05 0.05 -0.03
C -3.44698 -0.50881 2.78342 -0.05 -0.01 0.03
C 1.30189 -3.91082 0.60188 0.02 0.06 0.03
C 0.10794 2.54575 -1.21460 0.00 -0.24 0.41
C 1.29215 -0.89822 2.39427 -0.05 -0.04 0.13
C -0.06963 -5.67238 -0.22898 0.02 -0.07 -0.01
C -4.27262 0.75933 -1.16316 0.04 -0.06 0.07
C 2.02901 -4.82190 1.35486 0.02 -0.05 0.00
C -0.87924 -3.79773 -2.39819 0.02 -0.01 0.08
C -3.97178 0.32207 0.24287 -0.13 0.00 0.07
C 0.09852 -1.92990 -1.06069 0.09 -0.31 -0.64
C 2.55823 -0.84666 1.74950 0.34 0.31 -0.64
C -0.08550 4.03684 1.04231 0.01 0.03 -0.01
C 1.40119 -1.17212 3.79499 -0.10 -0.02 0.10
C 0.04134 2.65754 1.09576 0.05 -0.28 -0.25
C 1.71468 -6.17310 1.31090 0.02 0.01 0.01
C 0.13353 1.84011 -0.01938 -0.02 0.63 -0.14
C -1.04494 -0.79053 2.37525 0.22 -0.19 0.44
C 0.65908 -6.59231 0.51286 -0.01 -0.05 0.02
C -0.59397 -3.27812 -0.97515 -0.08 0.06 0.07
C -0.11405 4.67562 -0.18058 0.01 -0.18 0.03
C 3.79910 -1.45859 3.71833 0.04 -0.01 0.06
C 3.75816 -1.11939 2.36897 -0.01 -0.05 0.06
C 0.24082 -4.31136 -0.20522 0.01 -0.02 0.01
C -2.32777 -0.44155 1.89514 -0.20 0.10 -0.32
H 0.52507 -1.80887 -2.07729 0.04 -0.13 0.04
H -2.57152 -2.42786 -0.72363 -0.02 0.00 0.01
H -4.22239 -0.81572 4.74350 0.00 0.01 -0.02
H -3.65193 1.61399 -1.44362 0.01 -0.03 -0.04
H -2.46507 -2.63894 3.56675 -0.02 0.00 -0.02
H 0.05701 -3.97473 -2.93344 0.00 -0.01 -0.01
H -1.46424 -4.72362 -2.39597 0.01 0.02 -0.04
H -2.49071 -0.45161 4.70826 -0.03 -0.01 0.01
H 4.73970 -1.68744 4.20354 -0.01 0.01 0.00
H 2.27796 -6.89132 1.89643 0.00 0.01 0.00
H 0.39442 -7.64425 0.47681 -0.01 0.01 -0.02
H -1.76780 -2.82712 0.79185 -0.04 0.01 0.01
H -1.44421 -3.03730 -2.94015 -0.02 -0.01 0.00
H -5.32746 1.02036 -1.24447 -0.01 0.01 0.03
H 2.59384 -1.65792 5.48590 -0.03 -0.01 0.00
H 2.83952 -4.46724 1.98202 -0.01 0.03 0.00
H -5.54966 -0.19704 3.02821 0.07 -0.04 0.06
H 1.54330 -2.85775 0.64254 -0.03 -0.05 -0.03
H -4.03712 -0.04444 -1.86678 0.03 0.05 -0.05
H -0.89700 -6.03346 -0.82892 -0.01 0.05 0.00
H 4.67479 -1.06086 1.79543 0.00 -0.01 0.00
H -1.01679 -1.13806 3.40589 -0.07 0.09 -0.10
H 0.50590 -1.13983 4.40042 0.05 -0.03 -0.01
H -2.46025 -4.12916 -0.20315 0.03 -0.01 0.02
```
Forces are in eV/Å.

Output
Kohn-Sham gap (spin up / spin down)	3.84 / 5.40	eV
total charge	-2
lowest unoccupied orbital energy (spin up / spin down)	0.15266 / 0.15207	Ha
F_max	0.84	eV/A
multiplicity	4
relative energy (zero: lowest compared OMol25 entry of this formula, charge and spin)	60.7	kcal/mol
expectation value of S²	3.809
E	-97886.9395	eV

***

# C30H25BrN6O3S3Ti

A molecular structure, C30H25BrN6O3S3Ti (ωB97M-V/def2-TZVPD, OMol25).

```
69
Properties=species:S:1:pos:R:3:forces:R:3
Br -5.84801 -6.08062 -2.57450 0.00 0.02 0.00
Ti -0.76699 -0.36489 -0.63161 -0.05 0.57 -0.72
S 0.54394 -0.38036 -2.99149 0.08 -0.15 0.27
S 0.59286 2.74777 -1.17849 0.00 0.04 0.04
S 3.63963 2.73522 -1.13960 -0.01 -0.06 0.04
O -2.76782 -1.88562 -1.00800 0.04 0.12 -0.03
O -1.16394 -1.17951 1.19051 0.33 0.23 -0.31
O -0.64786 -2.48419 -1.20322 0.01 0.00 0.20
N -2.03815 0.22587 -3.44871 -0.02 0.04 -0.24
N 2.29364 0.86120 -0.13274 0.16 0.17 -0.27
N 1.30149 -0.03558 0.24594 -0.13 -0.27 0.04
N -1.69307 1.39368 0.34844 -0.33 -0.62 0.09
N -1.95535 0.58934 -2.13221 -0.14 -0.22 0.59
N -0.89156 -0.61057 -5.24707 0.08 -0.03 -0.02
C -0.91095 -0.23680 -3.89611 -0.12 0.08 0.07
C -3.50634 3.14825 1.54035 -0.01 -0.02 -0.04
C 1.76020 -3.05096 2.23156 0.02 -0.07 0.00
C 2.61546 5.21506 2.77012 -0.02 -0.01 -0.02
C 1.17102 -4.18539 2.75961 0.03 -0.01 0.02
C 2.00856 1.97109 -0.74642 0.10 0.09 0.24
C 1.73808 -0.81595 1.18718 0.12 0.22 0.12
C -1.33490 -4.98649 -2.21845 0.17 -0.04 -0.02
C -0.22101 -4.27714 2.77264 0.00 0.03 -0.04
C 4.68403 5.48713 0.96184 0.01 0.03 0.07
C -2.34066 2.72449 2.22644 0.03 -0.01 -0.01
C 4.86455 5.88255 2.28173 -0.01 -0.02 -0.07
C 2.43595 4.82476 1.45019 -0.02 -0.05 -0.02
C 3.82806 5.74590 3.19410 -0.03 -0.01 -0.03
C -3.73786 2.69279 0.27338 0.07 0.08 0.10
C -1.88680 -2.70617 -1.31112 0.05 0.10 0.18
C -3.99682 -5.62514 -2.42738 -0.09 0.09 0.04
C -3.63995 -4.37869 -1.94713 -0.12 -0.01 0.00
C 1.01787 -1.99770 1.68478 -0.18 -0.17 0.07
C -1.71523 -6.23040 -2.70113 0.10 -0.03 -0.02
C -2.29270 -4.05931 -1.83899 -0.09 -0.14 -0.05
C -0.98327 -3.25864 2.24793 -0.04 -0.01 0.00
C 3.06567 -0.52900 1.85349 0.03 -0.11 -0.04
C -3.05729 -6.56505 -2.80967 0.02 0.00 0.00
C -0.39666 -2.10628 1.67383 -0.07 -0.01 0.05
C 3.31200 4.50153 -0.89918 -0.03 -0.03 -0.03
C -1.49877 1.84137 1.58946 -0.05 0.05 -0.02
C -2.80234 1.82327 -0.34046 -0.01 0.08 -0.02
C -2.91121 1.37007 -1.66438 0.02 0.03 -0.16
C 3.47297 4.95260 0.52664 0.11 0.01 -0.02
H 3.87798 -1.03993 1.32673 0.01 0.05 0.00
H -4.20896 3.82409 2.01695 0.01 -0.02 -0.01
H -3.73563 1.67794 -2.29966 0.03 0.01 -0.06
H 3.04549 -0.87685 2.88572 0.01 -0.03 -0.01
H 3.96460 6.04604 4.22639 -0.01 0.00 0.00
H 1.78437 -4.98565 3.15623 0.00 0.01 -0.01
H 2.84171 -2.99124 2.22685 -0.01 0.03 -0.01
H -2.06574 -3.30958 2.22557 0.02 0.00 0.02
H 5.50160 5.58355 0.25439 -0.02 0.00 0.01
H 5.81746 6.29200 2.59795 0.00 0.00 -0.01
H 2.30106 4.68279 -1.26920 -0.05 -0.02 0.00
H -0.70494 -5.15640 3.18595 0.00 0.01 0.00
H -3.36818 -7.53141 -3.18288 0.00 0.00 0.00
H -0.29499 -4.70051 -2.12476 -0.01 -0.03 -0.01
H 4.02367 5.02831 -1.53754 -0.02 0.00 -0.02
H 1.49495 4.39738 1.12082 -0.01 -0.02 -0.01
H 3.28370 0.53202 1.80849 0.01 0.01 0.04
H 1.79936 5.09679 3.47305 0.00 0.00 0.00
H -0.96466 -6.95383 -2.99836 0.00 0.03 0.01
H -4.62046 2.98970 -0.28228 0.02 0.00 0.01
H -2.11948 3.05889 3.23093 0.00 0.00 0.00
H -0.19760 -1.32189 -5.41883 -0.03 0.00 0.00
H -1.81134 -0.86761 -5.57695 -0.01 0.03 0.02
H -4.37065 -3.63754 -1.65251 -0.01 -0.01 0.00
H -0.61383 1.45947 2.08486 0.02 -0.03 0.02
```
Forces are in eV/Å.

Output
Kohn-Sham gap (spin up / spin down)	3.69 / 5.36	eV
total charge	-2
lowest unoccupied orbital energy (spin up / spin down)	0.13725 / 0.13725	Ha
F_max	0.92	eV/A
multiplicity	3
relative energy (zero: lowest compared OMol25 entry of this formula, charge and spin)	10.3	kcal/mol
expectation value of S²	2.022
E	-172267.4057	eV

***

Q: What is the E in the first record?
A: -88927.0690 eV

***

Q: Which of these has the lowest F_max?
A: C30H24CoF5IN2O2